[1]
{"formula": "C4H9NS2", "method": "ωB97M-V with the def2-TZVPD basis set", "symbols": ["C", "S", "H", "H", "H", "C", "H", "H", "H", "H", "N", "C", "S", "H", "C", "H"], "xyz": [[-0.398, -0.474, -0.676], [-0.328, 1.321, -1.084], [-2.646, 0.404, -0.856], [-0.992, 2.941, 0.575], [2.969, -1.558, 0.621], [-0.862, 1.818, 0.693], [1.467, -1.565, -1.750], [-0.299, 1.216, 1.488], [-1.873, 1.439, 0.899], [0.358, -2.206, -0.088], [-1.379, -1.020, -0.049], [0.955, -1.181, -0.652], [-2.998, -0.706, -0.262], [1.252, -0.084, 1.188], [2.050, -0.664, 0.233], [2.723, 0.319, -0.280]], "homo_ha": -0.3226, "lumo_ev": 0.320, "energy_ha": -1008.73975, "homo_lumo_gap_ha": 0.3344}

---

[2]
{"formula": "C5H10AsN9O4S5SeSiTc", "method": "ωB97M-V with the def2-TZVPD basis set", "symbols": ["N", "N", "H", "O", "S", "C", "S", "N", "N", "N", "H", "C", "N", "C", "H", "H", "As", "O", "S", "H", "H", "S", "H", "N", "O", "H", "C", "O", "Se", "C", "Si", "N", "N", "H", "H", "Tc", "S"], "xyz": [[-0.099, -0.311, 1.941], [-1.864, -3.941, 0.767], [-2.586, 4.772, 2.694], [-0.425, 1.679, -2.086], [3.266, 1.493, -2.424], [-1.563, 4.634, 3.055], [0.209, 1.837, -0.531], [0.193, 0.789, 2.674], [-1.316, -2.318, 2.394], [-0.969, -0.536, 3.936], [-1.269, 5.538, 3.599], [-1.237, -2.857, 1.136], [-0.486, -2.364, 0.138], [-0.390, 5.815, 0.530], [0.225, 5.658, -0.361], [1.870, 3.496, 1.257], [3.100, -0.502, -2.011], [-1.672, -0.152, -1.032], [2.458, -0.931, 0.096], [-1.940, -2.763, 3.043], [1.762, 4.397, 2.783], [3.960, -1.932, -3.172], [-1.406, 6.047, 0.204], [-0.698, -3.207, -0.928], [0.343, -0.637, -2.274], [1.094, 2.742, 2.654], [-0.806, -1.084, 2.749], [-1.672, 0.131, -3.507], [-1.546, 2.618, 0.519], [1.239, 3.692, 2.129], [-0.416, 4.326, 1.632], [-0.321, 0.651, 3.847], [-1.490, -4.126, -0.539], [0.006, 6.684, 1.069], [-1.557, 3.785, 3.745], [0.292, -0.522, -0.085], [-0.937, 0.123, -2.300]], "charge": -1, "homo_ha": [-0.2030, -0.2030], "lumo_ev": [0.669, 0.668], "energy_ha": -7988.89710, "homo_lumo_gap_ha": [0.2275, 0.2275]}

---

[3]
{"formula": "C59H58F6Ge2NNaOS4", "method": "ωB97M-V with the def2-TZVPD basis set", "symbols": ["H", "H", "H", "H", "C", "H", "Ge", "C", "C", "H", "H", "C", "H", "S", "C", "C", "H", "C", "C", "H", "C", "C", "H", "C", "H", "C", "C", "C", "C", "C", "N", "H", "H", "C", "C", "C", "H", "C", "C", "H", "F", "C", "H", "H", "H", "H", "H", "H", "C", "C", "C", "H", "C", "O", "C", "C", "C", "C", "H", "C", "F", "C", "C", "H", "C", "C", "C", "C", "H", "S", "H", "C", "C", "H", "C", "H", "H", "H", "H", "C", "H", "H", "Ge", "C", "C", "C", "H", "C", "H", "H", "H", "H", "C", "C", "H", "F", "F", "H", "C", "H", "C", "H", "S", "H", "H", "H", "H", "F", "H", "H", "H", "H", "C", "H", "C", "H", "C", "C", "F", "H", "H", "C", "H", "C", "Na", "C", "S", "H", "H", "C", "C", "C"], "xyz": [[-0.487, 3.369, 3.823], [-1.879, 2.243, -6.219], [7.124, -2.169, 2.706], [-0.428, 3.354, 2.070], [-1.509, -2.823, -1.268], [-3.445, 1.263, -4.405], [-0.226, -1.311, -0.786], [-1.935, 1.242, -6.650], [5.072, 0.368, 3.233], [3.237, 2.702, 3.275], [-6.513, 1.980, 1.958], [2.197, -2.684, 4.075], [-3.834, -1.673, 4.134], [-1.423, 0.135, 0.547], [-1.056, -4.200, 3.278], [-3.351, 2.654, 2.192], [-2.256, 8.732, -4.384], [-1.445, 6.813, -4.897], [-1.591, 7.656, -2.650], [-1.551, 4.450, 2.896], [-2.913, -0.581, -3.460], [-0.838, 0.963, 5.676], [1.942, -5.195, 4.501], [-5.622, 1.993, 1.325], [2.883, 2.273, 4.950], [4.235, 2.398, -4.127], [-1.101, 3.455, 2.927], [-1.026, -4.133, 0.878], [-4.377, 1.727, 2.130], [1.521, 0.130, 4.480], [0.484, 3.297, -2.290], [-0.552, -1.094, -6.473], [2.699, -3.653, 4.120], [-2.170, 2.398, 2.887], [-2.209, -2.789, -2.491], [-0.037, 4.272, -2.603], [-1.610, 6.943, -5.959], [-0.345, -3.099, -4.702], [-2.837, 0.365, -4.474], [2.914, 3.328, -5.627], [6.593, 3.040, -4.317], [-3.309, -4.884, -1.968], [0.466, -2.953, -3.982], [-0.858, -4.027, -4.447], [-5.036, -0.198, 2.801], [-3.456, 3.602, 1.673], [-4.594, 0.389, -2.530], [-1.062, 1.095, -7.286], [-1.994, 0.199, -5.563], [0.247, 0.645, 6.470], [-0.655, 5.481, -3.054], [-5.745, 1.227, 0.557], [-4.233, 0.534, 2.829], [4.266, 1.928, -2.889], [6.658, -1.307, 2.224], [1.417, 0.220, 5.868], [3.616, 2.170, 4.151], [-3.850, -0.376, -2.302], [-3.621, -3.766, -3.768], [4.412, -1.921, 3.176], [3.565, 0.354, -5.172], [0.409, 0.418, 3.662], [-1.688, -3.880, 2.081], [-5.563, 2.962, 0.829], [-1.226, -0.953, -5.634], [-3.054, -3.252, 2.084], [-0.773, 0.840, 4.288], [4.558, 1.263, -5.149], [1.917, -5.467, -0.245], [0.829, -0.610, -2.478], [-3.559, -3.426, 3.034], [-2.102, -1.718, -3.529], [2.891, 3.021, -4.581], [2.688, 3.884, -3.947], [3.844, 0.731, 3.776], [-2.971, -2.172, 1.924], [-0.575, 4.854, -5.099], [0.183, 0.732, 7.549], [0.508, -6.124, 4.952], [3.177, -1.598, 3.718], [-2.754, -5.766, -0.091], [-2.885, -0.851, 5.379], [0.592, 0.334, 1.628], [5.326, 3.511, -4.312], [0.846, -5.022, 2.094], [0.980, -4.936, -0.415], [4.552, 2.635, 4.468], [-0.870, 5.647, -4.424], [-3.675, -3.645, 1.278], [0.622, -4.416, 5.383], [-2.061, -1.585, 4.010], [7.357, -0.471, 2.248], [2.862, -0.253, 3.947], [-1.267, -1.913, -4.632], [-4.365, -1.305, -2.049], [5.198, 4.246, -5.461], [5.690, 0.593, -4.865], [5.815, 1.139, 3.057], [-1.018, 6.492, -2.166], [0.369, -5.508, -1.116], [-2.020, 1.170, 3.535], [-1.871, 8.446, -1.966], [1.708, 1.991, 0.905], [-4.013, -5.667, -2.230], [-2.828, 1.197, -7.280], [0.089, -3.194, -5.698], [4.634, -2.961, 2.956], [4.695, 1.713, -6.439], [-0.846, 6.357, -1.107], [-1.561, -3.997, 4.219], [1.407, -2.747, 3.324], [1.843, -5.454, 2.096], [-1.807, 7.820, -4.011], [2.285, -0.028, 6.470], [-2.615, -4.936, -0.775], [-3.300, -0.056, -1.414], [-3.078, 0.249, 3.540], [-2.961, -1.043, 4.307], [5.247, 4.400, -3.302], [-1.757, 1.323, 6.128], [2.107, 2.281, -4.424], [0.250, -4.707, 0.880], [6.481, -1.562, 1.176], [0.206, -4.776, 3.301], [2.799, 1.250, -1.807], [-1.727, -3.919, -0.421], [1.210, -1.763, 0.942], [1.209, -3.976, -0.887], [1.727, -2.486, 5.040], [5.357, -0.944, 2.890], [0.858, -5.146, 4.608], [-3.096, -3.817, -2.820]], "charge": -2, "homo_ha": -0.0834, "lumo_ev": 3.528, "energy_ha": -8921.54424, "homo_lumo_gap_ha": 0.2131}

---

[4]
{"formula": "C4H11N5", "method": "ωB97M-V with the def2-TZVPD basis set", "symbols": ["H", "C", "H", "N", "N", "N", "H", "C", "C", "H", "C", "N", "H", "H", "H", "N", "H", "H", "H", "H"], "xyz": [[0.267, -1.393, 1.670], [0.334, -0.549, 0.783], [-0.321, -0.354, -1.294], [2.092, 0.540, -0.207], [2.386, -1.735, 0.259], [1.176, 1.618, -0.306], [3.225, -1.565, -0.483], [-0.608, -0.902, -0.388], [-2.007, -0.320, -0.081], [-1.324, 1.439, 1.165], [1.725, -0.656, 0.293], [-2.094, 0.868, 0.763], [-0.038, 0.306, 1.357], [-3.815, -0.533, -0.444], [0.637, 1.759, -1.335], [-2.884, -1.087, -0.553], [2.864, 0.596, -0.993], [-0.507, -1.973, -0.528], [-2.918, 1.414, 0.477], [1.810, 2.528, -0.155]], "homo_ha": -0.3367, "lumo_ev": 0.469, "energy_ha": -432.67080, "homo_lumo_gap_ha": 0.3540}

---

[5]
{"formula": "C2H15O6", "method": "ωB97M-V with the def2-TZVPD basis set", "symbols": ["O", "H", "H", "H", "H", "H", "H", "O", "C", "H", "H", "H", "H", "C", "O", "H", "H", "O", "O", "H", "O", "H", "H"], "xyz": [[-0.322, -1.001, 0.360], [-0.182, 2.329, 0.111], [0.724, 3.491, -0.330], [-0.833, 0.149, 0.387], [-2.384, 2.995, -1.322], [4.144, -2.008, -0.553], [3.115, -3.518, -1.179], [-2.408, 3.909, -1.807], [2.602, -2.656, 0.769], [3.364, -2.766, 1.486], [0.990, -1.328, 0.895], [-0.507, -1.459, -0.401], [-1.891, 4.444, -1.160], [3.173, -2.468, -0.653], [-2.792, -1.553, 0.018], [1.796, -3.524, 0.757], [-2.561, -0.679, -0.360], [1.883, -1.511, 1.243], [-1.353, 1.190, 0.017], [-2.101, -1.768, 0.551], [0.116, 3.274, 0.261], [-1.863, 1.556, 0.750], [2.559, -1.635, -1.073]], "charge": -1, "homo_ha": -0.2129, "lumo_ev": 3.673, "energy_ha": -536.64137, "homo_lumo_gap_ha": 0.3479}

---

[6]
{"formula": "C7H12", "method": "ωB97M-V with the def2-TZVPD basis set", "symbols": ["H", "H", "H", "H", "C", "H", "C", "C", "C", "H", "C", "C", "H", "C", "H", "H", "H", "H", "H"], "xyz": [[-1.054, -0.501, 2.065], [0.919, -1.606, 1.180], [1.288, 0.080, -2.032], [-0.636, 1.886, 2.657], [0.859, -0.924, -1.958], [0.341, -1.150, -2.896], [-0.060, -1.050, -0.749], [-0.484, 0.145, 1.391], [-1.621, 0.760, 0.387], [0.831, 0.906, 2.931], [-1.030, 0.000, -0.426], [0.602, -0.720, 0.624], [-0.537, -2.038, -0.745], [0.142, 1.293, 2.168], [1.681, -1.642, -1.853], [-1.700, 1.511, -2.003], [0.703, 1.956, 1.501], [1.475, -0.088, 0.428], [-1.720, 1.182, -2.668]], "homo_ha": -0.3418, "lumo_ev": 0.978, "energy_ha": -273.71877, "homo_lumo_gap_ha": 0.3777}